# 1
Here is C30H32N5O5Pt as an isolated structure from the Open Molecules 2025 dataset. Energies are from wB97M-V/def2-TZVPD.

Geometry as ORCA input:
```
! wB97M-V def2-TZVPD RIJCOSX def2/J DEFGRID3
* xyz 1 3
Pt 0.0299 -0.1047 -0.0145
C 0.6532 2.3852 2.1295
C 0.5650 1.0346 2.7582
C 0.8452 0.8620 4.1069
C 0.6186 -0.3746 4.7043
C 0.1030 -1.4041 3.9485
C -0.1142 -1.2107 2.5791
N 0.1587 0.0068 2.0109
C -0.6176 -2.2254 1.6821
C -0.8385 -3.5618 1.9737
C -1.1812 -4.4373 0.9444
C -1.1829 -4.0002 -0.3737
C -0.9205 -2.6646 -0.6520
N -0.8323 -1.7875 0.4001
C -0.6049 -2.0995 -1.9383
C -0.5995 -2.8373 -3.1303
C -0.1396 -2.2597 -4.2905
C 0.2266 -0.9145 -4.2754
C 0.1230 -0.1878 -3.0989
C 0.3527 1.2895 -3.1139
N -0.2206 -0.7779 -1.9483
H 1.6868 2.6331 1.8884
H 0.2780 3.1334 2.8257
H 0.0610 2.4084 1.2134
H 1.2291 1.6879 4.6808
H 0.8243 -0.5115 5.7534
H -0.1192 -2.3595 4.3964
H -0.6972 -3.9462 2.9714
H -1.3447 -5.4801 1.1605
H -1.3319 -4.7131 -1.1679
H -0.9296 -3.8622 -3.1200
H -0.0731 -2.8318 -5.2026
H 0.5767 -0.4244 -5.1676
H 1.4031 1.5035 -3.3081
H 0.0743 1.7445 -2.1620
H -0.2365 1.7357 -3.9153
O 1.5918 1.3215 -0.4048
C 2.5380 0.4835 -0.3083
O 2.2833 -0.7249 -0.0805
C 3.9396 0.9070 -0.4493
C 4.2736 2.2187 -0.7703
C 5.6017 2.6071 -0.9097
C 6.5603 1.6393 -0.7073
O 7.9092 1.7503 -0.7817
C 8.4320 0.4864 -0.4199
O 7.3608 -0.4089 -0.2072
C 6.2229 0.3215 -0.3654
C 4.9216 -0.0743 -0.2352
H 3.4825 2.9394 -0.9093
H 5.8860 3.6158 -1.1593
H 9.0211 0.5889 0.5051
H 9.0792 0.1046 -1.2214
H 4.6515 -1.0828 0.0285
C -4.7212 -1.1994 1.5999
N -3.7330 -0.1532 1.4780
C -3.2569 0.3290 2.7570
C -3.2045 0.3645 0.3394
O -2.1243 0.9939 0.3992
N -3.8232 0.2170 -0.8600
C -3.1095 0.6414 -2.0454
C -5.2138 -0.0979 -1.1005
H -4.4136 -1.8637 2.4103
H -4.7901 -1.7901 0.6940
H -5.7039 -0.8002 1.8609
H -4.0707 0.8338 3.2806
H -2.4362 1.0217 2.5986
H -2.9112 -0.5016 3.3733
H -2.0939 0.9041 -1.7617
H -3.5820 1.5225 -2.4869
H -3.0945 -0.1673 -2.7799
H -5.8240 0.1567 -0.2385
H -5.3475 -1.1533 -1.3582
H -5.5511 0.5000 -1.9496
*
```

The highest occupied orbital energy (alpha / beta) is -0.303 / -0.376 Ha. The calculation puts the HOMO-LUMO gap (alpha / beta) at 5.047 / 6.577 eV.

Löwdin atomic charge list, values in e, 2 entries: 1.506, -0.017

# 2
Here is C30H33AsHgSb3Se4 as an isolated structure from the Open Molecules 2025 dataset. Energies are from wB97M-V/def2-TZVPD.

Geometry as ORCA input:
```
! wB97M-V def2-TZVPD RIJCOSX def2/J DEFGRID3
* xyz 0 2
Hg 1.2660 0.2031 1.0302
C -0.9910 2.6137 -1.7027
Sb -0.5663 2.5027 0.3860
C -1.5371 4.3489 0.9278
C -2.2826 1.1900 0.8114
C -2.9668 1.4764 2.1021
C -4.0105 2.4051 2.0292
C -4.7458 2.7848 3.1298
C -4.4417 2.2324 4.3631
C -3.4071 1.3284 4.4597
C -2.6579 0.9224 3.3524
C -1.5328 -0.0125 3.7162
Sb -0.5416 -1.3898 2.3361
C 0.4444 -2.5073 3.8966
C -2.1640 -2.6742 1.9293
H -1.9149 3.1588 -1.8285
H -1.0994 1.6196 -2.1318
H -0.1937 3.1378 -2.2161
H -2.4649 4.4105 0.3678
H -0.8922 5.1736 0.6416
H -1.7400 4.4077 1.9934
H -1.9431 0.1529 0.7113
H -2.9620 1.3845 -0.0198
H -4.2462 2.8299 1.0631
H -5.5428 3.5048 3.0267
H -5.0037 2.5035 5.2413
H -3.1437 0.9292 5.4269
H -1.8684 -0.6857 4.5141
H -0.7407 0.6002 4.1721
H -0.2848 -2.7658 4.6629
H 1.2549 -1.9328 4.3502
H 0.8561 -3.4190 3.4630
H -2.5712 -3.0274 2.8631
H -1.8219 -3.5176 1.3462
H -2.9295 -2.1436 1.3802
C 2.8310 -4.8598 -0.9614
C 3.6660 -3.7697 -1.1396
C 3.1304 -2.5049 -1.3199
C 1.7530 -2.3291 -1.3327
C 0.9187 -3.4241 -1.1202
C 1.4550 -4.6869 -0.9434
As 0.9012 -0.5880 -1.6287
C 0.1541 -0.9501 -3.3582
C -0.9988 -1.6552 -3.6294
C -1.3708 -1.8649 -4.9486
C -0.5752 -1.3758 -5.9737
C 0.5857 -0.6719 -5.6982
C 0.9577 -0.4331 -4.3816
C 2.1260 0.3256 -3.9376
C 3.0295 1.0006 -4.7470
C 4.0738 1.7135 -4.1784
C 4.2365 1.7603 -2.8027
C 3.3393 1.0904 -1.9855
C 2.2949 0.3737 -2.5449
H 3.2518 -5.8462 -0.8303
H 4.7403 -3.8965 -1.1427
H 3.7866 -1.6506 -1.4656
H -0.1625 -3.2842 -1.1214
H 0.7991 -5.5340 -0.7932
H -1.6074 -2.0413 -2.8169
H -2.2778 -2.4102 -5.1753
H -0.8657 -1.5419 -7.0015
H 1.2102 -0.3094 -6.5037
H 2.9103 0.9816 -5.8224
H 4.7675 2.2455 -4.8118
H 5.0490 2.3180 -2.3602
H 3.4728 1.1358 -0.9015
Se 4.6785 3.0744 5.0147
Sb 2.4083 2.2043 5.1167
Se 2.2574 0.5671 6.9159
Se 0.8259 3.9935 5.5882
Se 1.6348 1.0980 2.9473
*
```

The highest occupied orbital energy (alpha / beta) is -0.249 / -0.246 Ha. The calculation puts the HOMO-LUMO gap (alpha / beta) at 4.830 / 4.768 eV. Its energy relative to the best compared isomer or geometry (same formula, charge and spin) is 1.5155 eV.

Löwdin atomic charge list, values in e, 2 entries: 0.210, -0.348

Please write out number 2 again, unchanged.
Here is C30H33AsHgSb3Se4 as an isolated structure from the Open Molecules 2025 dataset. Energies are from wB97M-V/def2-TZVPD.

Geometry as ORCA input:
```
! wB97M-V def2-TZVPD RIJCOSX def2/J DEFGRID3
* xyz 0 2
Hg 1.2660 0.2031 1.0302
C -0.9910 2.6137 -1.7027
Sb -0.5663 2.5027 0.3860
C -1.5371 4.3489 0.9278
C -2.2826 1.1900 0.8114
C -2.9668 1.4764 2.1021
C -4.0105 2.4051 2.0292
C -4.7458 2.7848 3.1298
C -4.4417 2.2324 4.3631
C -3.4071 1.3284 4.4597
C -2.6579 0.9224 3.3524
C -1.5328 -0.0125 3.7162
Sb -0.5416 -1.3898 2.3361
C 0.4444 -2.5073 3.8966
C -2.1640 -2.6742 1.9293
H -1.9149 3.1588 -1.8285
H -1.0994 1.6196 -2.1318
H -0.1937 3.1378 -2.2161
H -2.4649 4.4105 0.3678
H -0.8922 5.1736 0.6416
H -1.7400 4.4077 1.9934
H -1.9431 0.1529 0.7113
H -2.9620 1.3845 -0.0198
H -4.2462 2.8299 1.0631
H -5.5428 3.5048 3.0267
H -5.0037 2.5035 5.2413
H -3.1437 0.9292 5.4269
H -1.8684 -0.6857 4.5141
H -0.7407 0.6002 4.1721
H -0.2848 -2.7658 4.6629
H 1.2549 -1.9328 4.3502
H 0.8561 -3.4190 3.4630
H -2.5712 -3.0274 2.8631
H -1.8219 -3.5176 1.3462
H -2.9295 -2.1436 1.3802
C 2.8310 -4.8598 -0.9614
C 3.6660 -3.7697 -1.1396
C 3.1304 -2.5049 -1.3199
C 1.7530 -2.3291 -1.3327
C 0.9187 -3.4241 -1.1202
C 1.4550 -4.6869 -0.9434
As 0.9012 -0.5880 -1.6287
C 0.1541 -0.9501 -3.3582
C -0.9988 -1.6552 -3.6294
C -1.3708 -1.8649 -4.9486
C -0.5752 -1.3758 -5.9737
C 0.5857 -0.6719 -5.6982
C 0.9577 -0.4331 -4.3816
C 2.1260 0.3256 -3.9376
C 3.0295 1.0006 -4.7470
C 4.0738 1.7135 -4.1784
C 4.2365 1.7603 -2.8027
C 3.3393 1.0904 -1.9855
C 2.2949 0.3737 -2.5449
H 3.2518 -5.8462 -0.8303
H 4.7403 -3.8965 -1.1427
H 3.7866 -1.6506 -1.4656
H -0.1625 -3.2842 -1.1214
H 0.7991 -5.5340 -0.7932
H -1.6074 -2.0413 -2.8169
H -2.2778 -2.4102 -5.1753
H -0.8657 -1.5419 -7.0015
H 1.2102 -0.3094 -6.5037
H 2.9103 0.9816 -5.8224
H 4.7675 2.2455 -4.8118
H 5.0490 2.3180 -2.3602
H 3.4728 1.1358 -0.9015
Se 4.6785 3.0744 5.0147
Sb 2.4083 2.2043 5.1167
Se 2.2574 0.5671 6.9159
Se 0.8259 3.9935 5.5882
Se 1.6348 1.0980 2.9473
*
```

The highest occupied orbital energy (alpha / beta) is -0.249 / -0.246 Ha. The calculation puts the HOMO-LUMO gap (alpha / beta) at 4.830 / 4.768 eV. Its energy relative to the best compared isomer or geometry (same formula, charge and spin) is 1.5155 eV.

Löwdin atomic charge list, values in e, 2 entries: 0.210, -0.348

Which formula does entry 1 have?
C30H32N5O5Pt